DFT (ωB97M-V/def2-TZVPD) results for a structure of composition C22H50BrF4N3O7SSi2.

ORCA input file:
```
! RIJCOSX wB97M-V def2-TZVPD def2/J DEFGRID3
* xyz 0 1
C -5.34577 9.27298 0.48391
C -4.20843 8.96452 0.25970
Si -2.44809 8.57982 0.10649
O -1.61328 8.95255 1.47636
Si -1.20784 10.45557 2.00606
S 0.88733 10.61265 2.23094
Br -1.98936 12.05316 0.67650
C -2.20693 6.68108 -0.15616
F -3.33268 6.10643 -0.68084
F -1.20141 6.51063 -1.07662
C -1.83552 5.86468 1.07297
F -0.57395 6.16878 1.46088
F -2.70090 6.15612 2.07412
H -6.31079 9.63208 0.73639
H -1.88572 9.26270 -1.06191
H -1.80665 10.64184 3.32624
H 1.20763 11.05373 1.01433
H -1.87791 4.79797 0.85122
C 5.32954 0.96287 0.74348
O 4.53769 1.44352 -0.32147
C 3.16836 1.06215 -0.25574
C 2.28016 2.25807 -0.00659
N 2.45515 2.76911 1.34694
C 1.80883 4.05378 1.59705
C 2.29745 5.26789 0.81765
O 3.61568 5.66751 1.14656
C 4.65209 5.00851 0.44719
H 6.36560 1.20033 0.50870
H 5.07023 1.43392 1.69875
H 5.23529 -0.12260 0.85014
H 3.00913 0.28581 0.49794
H 2.91025 0.63562 -1.22874
H 1.23478 1.96074 -0.13850
H 2.51737 3.01356 -0.76868
H 3.44522 2.86757 1.53173
H 1.93286 4.27702 2.65958
H 0.73504 3.93619 1.42077
H 1.66131 6.10945 1.08401
H 2.19937 5.13329 -0.26729
H 4.34112 4.72301 -0.56165
H 5.00472 4.11690 0.97481
H 5.48955 5.70240 0.37212
C 1.25503 -3.06720 2.84050
O 0.17559 -2.22492 3.19155
C 0.33418 -0.86803 2.79734
C -0.65846 -0.50141 1.71913
N -0.35093 -1.18175 0.46636
C -1.39113 -1.06337 -0.54860
C -2.75441 -1.68266 -0.26137
O -2.73401 -3.09601 -0.17913
C -2.41992 -3.62430 1.09886
H 1.07834 -4.03138 3.31350
H 1.32951 -3.21812 1.75761
H 2.20533 -2.66646 3.20735
H 1.35763 -0.67102 2.46529
H 0.14225 -0.24707 3.67640
H -0.62331 0.58046 1.55553
H -1.66330 -0.75787 2.08289
H -0.20008 -2.16487 0.65521
H -1.00406 -1.53365 -1.45654
H -1.53587 -0.00235 -0.77927
H -3.40191 -1.43924 -1.10781
H -3.23352 -1.25923 0.62916
H -2.76913 -2.96966 1.90073
H -1.34639 -3.79820 1.21784
H -2.92296 -4.58701 1.18831
C -0.12324 -10.23745 -2.74824
O -0.45270 -9.26148 -3.71380
C -1.84234 -8.97849 -3.81679
C -2.14959 -7.57778 -3.33960
N -1.96736 -7.46164 -1.90067
C -2.03029 -6.09492 -1.38846
C -0.96444 -5.10930 -1.84187
O 0.33970 -5.41058 -1.36847
C 1.08456 -6.32294 -2.14895
H 0.93590 -10.46042 -2.86356
H -0.29802 -9.88402 -1.72580
H -0.69336 -11.15877 -2.90364
H -2.43144 -9.71490 -3.26241
H -2.11290 -9.05586 -4.87362
H -3.18890 -7.33908 -3.58516
H -1.50450 -6.88918 -3.90387
H -1.06879 -7.85654 -1.65458
H -1.97494 -6.16065 -0.29924
H -3.01151 -5.67628 -1.63242
H -1.21802 -4.14131 -1.41938
H -0.95457 -4.98329 -2.93245
H 0.82863 -6.24896 -3.20953
H 0.94355 -7.35792 -1.82193
H 2.13960 -6.07680 -2.02574
*
```

The value obtained for the strongest force on any atom is 0.8 eV Å⁻¹. The value obtained for the HOMO energy is -8.5 eV.

=====

DFT (ωB97M-V/def2-TZVPD) results for a structure of composition C11H18F6N4O12P2PdS2.

ORCA input file:
```
! RIJCOSX wB97M-V def2-TZVPD def2/J DEFGRID3
* xyz -2 1
Pd 0.20246 0.41415 -0.07147
C 2.95955 3.19352 -3.18884
C 2.30108 2.98850 -1.83076
O 2.94714 3.82421 -0.85612
P 2.64428 1.30194 -1.22717
O 2.18582 0.18235 -2.25859
O 4.25219 1.23890 -1.37170
O 2.29378 1.00109 0.19959
P 0.51053 3.55656 -1.85512
O -0.28232 2.34088 -2.57612
O 0.43492 4.74370 -2.74118
O 0.17429 3.63163 -0.39006
H 4.04077 3.06387 -3.11894
H 2.71897 4.20191 -3.52186
H 2.55726 2.48370 -3.91332
H 2.23912 4.03734 -0.22218
H 1.35035 -0.22516 -1.90369
H 4.59617 0.78889 -0.59079
H -0.40495 1.61403 -1.92668
C -6.03289 -0.57356 0.45259
C -4.56420 -0.33434 0.24078
C -3.99881 0.92412 0.38819
C -2.64181 1.10275 0.18542
N -1.82889 0.09277 -0.15488
C -2.36949 -1.12599 -0.30911
C -3.71440 -1.37366 -0.11762
H -6.52424 0.31620 0.84606
H -6.19584 -1.39522 1.15185
H -6.52063 -0.84435 -0.48633
H -4.60279 1.77589 0.67471
H -2.17362 2.07207 0.30082
H -1.68614 -1.91529 -0.59252
H -4.08273 -2.38495 -0.24121
N 0.66674 2.40571 2.35996
C -0.23931 1.85480 3.20186
N 0.32114 1.18524 4.30554
O -1.45020 1.96881 3.09901
H 1.63590 2.16024 2.47345
H 0.41213 2.52666 1.38056
H 1.13719 0.63392 4.08464
H -0.39060 0.63941 4.76641
F 0.75789 -4.63542 1.86147
C 1.27758 -4.12947 0.73914
F 1.42288 -2.81646 0.91180
F 2.49633 -4.66043 0.57818
S 0.20729 -4.50919 -0.76144
O 0.01218 -3.23492 -1.38339
O 0.92246 -5.53532 -1.46665
N -1.17088 -4.97558 -0.14381
S -1.49281 -6.45241 0.28378
O -0.41465 -7.18884 0.88078
O -2.77668 -6.47474 0.92392
C -1.81832 -7.35024 -1.32430
F -2.75385 -8.29542 -1.11567
F -2.28336 -6.52148 -2.26582
F -0.73706 -7.96152 -1.80167
*
```

The value obtained for the strongest force on any atom is 0.5 eV Å⁻¹. The value obtained for the HOMO energy is -2.0 eV. For the energy above the lowest of the compared OMol25 structures with the same formula, charge and spin, the calculation gives 0.0 kcal/mol.

=====

DFT (ωB97M-V/def2-TZVPD) results for an isolated molecule of C5H8N2S.

ORCA input file:
```
! RIJCOSX wB97M-V def2-TZVPD def2/J DEFGRID3
* xyz 0 1
H -2.65499 1.14913 2.35069
N -2.39018 1.54549 1.47215
C -1.41303 1.07068 0.81912
N -0.59065 0.00799 1.19547
C 0.33750 -0.61607 0.24522
C -0.34496 -0.99462 -1.01058
C -0.78669 -1.26708 -2.09038
C 1.60745 0.33696 0.07416
S 2.91882 -0.52279 -0.87910
H -1.24479 1.47764 -0.17844
H -0.91589 -0.57531 1.94754
H 0.78077 -1.44441 0.77445
H -1.12823 -1.53172 -3.07225
H 1.39223 1.16318 -0.54047
H 2.04885 0.52333 1.01843
H 2.38378 -0.32240 -2.12601
*
```

The value obtained for the strongest force on any atom is 3.3 eV Å⁻¹. The value obtained for the HOMO energy is -9.1 eV. For the energy above the lowest of the compared OMol25 structures with the same formula, charge and spin, the calculation gives 67.2 kcal/mol. As for the SMILES: [H]/N=C\N[C@@H](C#C)CS.